# 1
The following is a quantum chemistry calculation of a cluster of 2 separate species, C4H7NO in total at a distorted geometry, from OMol25.

The geometry in XYZ format:
```
13
Properties=species:S:1:pos:R:3:forces:R:3
O -1.310552 -1.475374 0.532278 0.6 -1.3 0.6
N 2.331976 0.604227 0.406653 -0.7 1.0 1.1
C -1.717310 -0.375038 0.730138 0.2 0.9 -0.9
C 2.370051 -0.468067 -0.425215 2.0 -2.9 -0.1
C 2.597404 1.465219 1.121837 0.0 1.3 1.0
C -2.358794 0.398151 -0.348606 0.3 2.4 -0.9
H -1.615568 0.197148 1.664410 0.1 -0.4 0.5
H -2.220347 1.526509 -0.152161 0.0 -1.6 -0.6
H 1.842122 -1.392963 -0.046309 0.4 1.3 -0.5
H 3.475748 -0.659856 -0.458131 -0.9 -0.7 -0.3
H -3.407660 0.266395 -0.216653 -1.1 -0.2 0.0
H -2.112411 0.090481 -1.401913 0.0 0.3 1.2
H 2.125335 -0.176830 -1.406329 -0.8 0.0 -1.2
```
Positions in Å, forces in eV/Å.

Properties
Energy relative to the best compared isomer or geometry (same formula, charge and spin) (kcal/mol): 66.8
Gap between HOMO and LUMO (eV): 10.9
F_max (eV/Å): 3.56

These are the natural (NBO) partial charges, in e, on atoms 1 to 8:
1. O -0.524
2. N -0.512
3. C 0.439
4. C -0.441
5. C 0.268
6. C -0.727
7. H 0.108
8. H 0.223

---

# 2
The following is a quantum chemistry calculation of a cluster of 6 separate species, C5H25N2O5 in total at a distorted geometry, from OMol25.

The geometry in XYZ format:
```
37
Properties=species:S:1:pos:R:3:forces:R:3
O -1.698751 -0.736163 2.084436 1.5 -2.2 0.1
O 0.814732 1.769392 2.894294 -0.3 0.2 -2.5
O -1.543187 -3.235098 0.795262 -0.5 -4.6 -0.5
O 1.475157 2.398614 -0.140934 -2.0 0.9 -2.5
O -1.171545 3.716457 0.796389 0.0 -0.5 1.2
N 0.576967 -1.854359 -0.799033 -2.1 -0.8 -0.2
N 1.419583 -0.068549 0.879845 2.0 -1.8 4.9
C -0.894065 0.058692 -2.086456 2.1 -0.1 2.3
C -0.395133 -1.408818 -1.884420 -2.0 -1.8 0.1
C 1.899041 -1.452921 -1.020019 4.8 -0.8 -2.5
C -1.979097 0.551553 -1.112408 5.0 0.8 0.5
C 2.636133 -0.901923 0.235897 -2.1 0.9 1.5
H 0.617596 -0.633073 1.197664 0.0 -0.5 -1.5
H -1.254546 -2.030140 -1.608748 -0.1 -0.1 -0.7
H 0.532852 2.535012 -0.547250 2.6 -0.1 1.2
H 0.382658 -2.898662 -0.444552 0.6 3.3 -1.3
H 2.072644 -0.695078 -1.847475 -1.1 -0.3 1.0
H 2.907683 -1.642194 1.009570 -0.6 0.0 -0.5
H -2.019590 -3.783377 0.098888 0.8 1.3 1.4
H 2.596825 -2.254522 -1.533614 -1.2 0.9 1.3
H -1.516212 0.151106 2.229774 0.7 2.7 0.8
H 1.102983 0.748709 0.376610 0.5 0.5 -0.2
H 1.672543 0.150705 1.927759 0.0 0.9 -2.5
H 0.476863 2.138061 3.697659 -0.3 0.6 0.6
H -1.716388 3.152501 1.377751 0.2 0.5 -0.3
H 2.053416 2.700967 -0.890133 -0.5 -0.4 1.1
H -1.605401 -2.352003 0.583823 -0.3 3.0 -0.8
H 0.555352 2.357639 2.114607 0.5 -0.6 1.8
H -2.553178 -0.726435 1.723775 -2.1 -0.3 -0.6
H -1.276680 3.322307 -0.059548 -0.4 -0.1 -0.8
H -1.110732 0.445288 -3.140408 0.9 -1.0 1.4
H -1.659820 0.361136 -0.063865 -0.1 0.7 -0.6
H 0.087459 0.365857 -1.602649 -0.8 1.7 -1.4
H 3.536986 -0.223351 0.268119 -1.2 -0.5 -1.1
H -0.081980 -1.653787 -2.882460 0.6 -0.9 -0.4
H -2.820869 0.068357 -1.221191 -4.6 -2.6 -0.8
H -2.120301 1.558101 -1.406958 -0.4 1.4 0.5
```
Positions in Å, forces in eV/Å.

Properties
Energy relative to the best compared isomer or geometry (same formula, charge and spin) (kcal/mol): 114.0
Gap between HOMO and LUMO (eV): 9.6
F_max (eV/Å): 5.57
Net charge: +1

These are the natural (NBO) partial charges, in e, on atoms 1 to 8:
1. O -0.925
2. O -0.992
3. O -0.937
4. O -0.960
5. O -0.922
6. N -0.708
7. N -0.756
8. C -0.418

---

# 3
The following is a quantum chemistry calculation of a cluster of 13 separate species, C42H114N4O26 in total at a distorted geometry, from OMol25.

The geometry in XYZ format:
```
186
Properties=species:S:1:pos:R:3:forces:R:3
O 22.448600 16.722180 16.746460 -2.5 1.0 0.1
O 30.541980 28.967060 17.981700 1.9 0.7 2.4
O 18.714480 18.643440 19.748410 0.4 0.7 -1.0
O 17.989550 16.500220 24.575400 0.8 0.6 -0.5
O 25.492780 23.063140 20.161110 0.3 0.3 -0.2
O 21.240650 23.296870 24.794910 0.2 1.6 -1.2
O 25.164830 26.341230 24.504070 0.3 0.4 0.3
O 27.399070 21.476680 22.701440 2.1 -1.9 1.1
O 21.998360 20.304060 24.569290 0.0 -1.0 2.0
O 23.545530 21.285000 19.384120 0.5 -1.0 -1.2
O 21.136550 12.639640 14.090610 -0.3 0.3 0.3
O 21.272110 24.461040 18.473270 0.2 0.1 0.2
O 19.123810 24.473280 16.855970 0.1 -0.1 -0.5
O 23.604030 15.967680 21.512880 -0.7 -0.3 0.7
O 14.844200 20.886350 20.506640 -0.8 3.0 -0.9
O 24.953790 25.678320 21.760010 0.7 1.6 0.5
O 19.443060 26.112610 20.060490 0.9 -0.4 -1.1
O 17.647350 10.810960 24.381160 -0.7 -0.4 -0.5
O 17.309910 20.333960 16.767260 0.4 -0.6 0.0
O 18.758020 26.745030 22.534940 0.1 -0.7 1.1
O 14.891870 20.156770 23.235650 -0.9 0.4 0.1
O 18.991780 22.140440 23.803110 -1.6 -0.6 -0.9
O 26.819460 24.533460 15.513210 0.9 0.6 0.9
O 18.518730 26.776000 25.383490 0.4 0.9 1.2
O 20.856110 18.367230 21.709560 -0.1 0.2 0.6
O 18.376640 23.594910 19.504770 0.3 0.2 0.6
N 21.148780 21.056530 22.239390 -1.2 2.6 -1.6
N 20.452560 14.563840 16.150680 2.5 -0.5 2.9
N 29.178160 27.481950 15.849210 -1.2 -1.4 -0.1
N 18.871670 13.524780 24.263130 0.5 -0.7 0.8
C 28.144340 26.542760 15.334510 1.3 -1.3 0.6
C 21.656720 17.316420 21.237040 0.5 0.2 0.4
C 19.259450 14.523020 25.246390 -0.5 2.1 -1.3
C 23.894000 26.298830 23.900190 0.7 -0.9 -1.1
C 17.646070 19.231390 17.608240 -0.8 0.4 0.4
C 20.840080 26.374900 20.000640 0.7 0.1 -1.1
C 21.676820 22.483840 25.818130 2.1 -1.2 -1.0
C 23.554830 21.486440 17.964080 0.9 0.8 0.4
C 18.003940 17.808030 23.984170 -1.0 -0.8 -0.5
C 18.444880 25.595430 24.662270 -0.4 -0.3 -0.5
C 14.261600 19.388290 22.202680 3.0 -0.8 -0.3
C 26.215150 22.001630 20.776050 -0.7 0.7 -0.2
C 19.239600 25.687480 23.402520 0.2 -1.5 -0.9
C 20.044350 12.458920 15.002210 1.1 -0.7 -0.9
C 19.290290 15.942390 24.685350 0.3 0.1 1.2
C 20.365950 13.118050 16.342580 -1.5 0.6 -0.6
C 31.020090 29.862890 19.098390 -0.6 -1.0 -1.4
C 21.417570 25.850210 18.656110 0.2 0.8 0.6
C 22.382870 21.214510 21.469870 0.1 -2.1 -0.7
C 22.669310 21.369740 25.271680 -1.7 -1.2 -0.5
C 15.138860 19.643700 20.946880 -1.1 -1.7 0.0
C 26.636220 22.439420 22.139320 -1.4 1.3 0.4
C 23.976610 25.295560 22.713930 -0.6 -0.3 -0.7
C 27.894960 25.248740 16.245680 -1.1 0.8 -1.5
C 18.778680 21.949570 22.385240 1.0 0.1 0.9
C 22.292590 21.049370 19.906050 -1.8 2.5 1.7
C 17.563340 23.482730 18.405720 -0.3 -1.5 -1.6
C 28.571550 28.203290 16.925420 0.4 0.8 0.3
C 20.885770 12.021460 12.831170 -0.1 -0.5 -0.8
C 23.046250 18.005650 16.772070 2.0 0.3 -0.2
C 20.522270 15.431320 17.371610 -1.0 1.2 -1.2
C 22.832080 16.974190 22.210240 -0.5 0.2 -1.9
C 17.721710 22.038120 24.445640 0.5 -0.3 1.3
C 17.433050 13.253600 24.314220 0.8 -0.8 -0.4
C 18.405750 23.295530 17.113290 -1.2 -1.3 0.6
C 26.147210 23.603370 16.312650 -0.6 -0.4 0.4
C 18.355970 19.730750 18.834920 0.2 0.2 0.9
C 20.104660 21.977280 21.685320 -0.1 -0.2 -0.3
C 21.020960 16.866960 17.054970 1.1 -2.4 0.0
C 29.395960 29.383170 17.289480 0.7 1.0 1.7
C 17.321860 9.546810 23.767030 1.0 0.2 0.5
C 17.205030 11.895500 23.605820 -1.0 1.7 0.0
H 21.686040 21.900110 19.595500 -0.5 0.2 -0.3
H 16.948260 22.657170 23.991050 0.1 0.0 -0.2
H 20.396040 23.020400 21.562410 0.8 0.0 0.4
H 19.045540 22.417100 17.197710 0.7 0.4 0.5
H 25.563300 24.037960 17.124000 0.2 0.5 0.3
H 13.237640 19.673910 21.961780 -0.1 -0.1 0.2
H 20.388500 17.196550 16.230660 0.4 0.6 -0.3
H 26.776870 22.835370 16.761890 0.5 0.0 0.0
H 16.958330 22.602270 18.622170 -0.3 -0.1 -0.4
H 22.342360 23.071210 26.450720 -0.6 0.2 0.5
H 18.230820 18.467390 17.095930 0.1 0.2 -0.3
H 17.660290 11.982220 22.619250 0.5 -0.4 -0.2
H 27.613260 28.662670 16.682990 -0.7 -0.4 -0.3
H 17.203560 13.131590 25.372780 -0.9 0.2 0.1
H 16.418820 20.587590 17.018730 -0.1 0.2 -0.1
H 21.095050 14.965760 18.173660 0.2 -0.4 -0.2
H 17.816680 22.937850 16.268800 -0.5 0.6 -0.2
H 19.833080 16.479460 25.463200 0.1 0.6 0.1
H 16.320560 9.435120 23.351060 -0.2 0.5 0.2
H 18.049100 27.461600 24.902860 -0.2 0.0 0.1
H 24.696370 22.639350 19.832850 -0.4 0.1 -0.1
H 23.200150 20.880720 26.088480 0.0 0.1 0.2
H 20.324800 25.749580 23.483680 0.0 0.4 0.7
H 28.834850 30.027030 17.966750 -0.4 0.2 0.0
H 31.441080 30.790130 18.709680 -0.2 0.1 -0.2
H 27.182120 27.049150 15.258430 -0.2 -0.1 -0.3
H 18.507080 25.072170 16.428660 0.2 0.4 0.0
H 21.639970 12.278410 12.087350 0.0 0.7 0.4
H 28.466690 27.560950 17.799770 -0.1 0.1 0.1
H 16.926450 14.089870 23.832440 -0.5 -0.3 0.1
H 19.488700 15.542050 17.699610 -0.2 -0.2 0.3
H 19.124630 24.690310 22.977640 -0.3 0.2 -0.9
H 25.764570 22.534650 22.786810 -0.3 0.2 -0.1
H 19.939040 11.377250 15.085830 -0.5 0.0 0.6
H 25.664590 26.842660 23.855690 0.7 -0.1 0.1
H 20.838930 17.461790 17.950040 0.2 0.2 0.0
H 16.873990 24.305390 18.215620 -0.1 0.4 0.3
H 28.491240 26.122330 14.390580 -0.3 0.3 -0.2
H 22.853740 20.893170 17.377040 0.2 -0.6 0.3
H 14.636100 21.404980 21.287230 0.1 0.6 0.0
H 20.289650 14.461820 25.597160 -0.2 -1.0 0.3
H 18.883340 24.397470 19.360690 0.5 0.7 0.8
H 31.807790 29.383510 19.679620 0.0 -0.5 -0.5
H 14.406260 18.382080 22.596010 -0.8 -0.5 -0.8
H 20.960930 16.491530 21.083660 0.5 -0.7 0.0
H 21.645490 20.600210 23.727040 -0.2 0.9 -0.2
H 20.751510 22.118550 26.263630 0.6 -0.7 0.9
H 24.115700 17.856770 16.623080 0.1 -0.3 0.4
H 18.745070 24.717320 25.234030 0.5 0.4 0.3
H 21.199290 14.796410 15.511620 -0.1 0.5 -1.3
H 16.717010 18.774320 17.948890 -0.1 -0.4 -0.1
H 18.151130 22.761430 22.017590 -0.1 0.0 -0.2
H 20.771220 20.119920 22.221850 0.4 -0.2 -0.4
H 23.041160 25.282580 22.154590 -0.6 -0.2 0.4
H 17.459310 8.781170 24.530580 0.0 0.1 0.0
H 27.158070 23.394030 22.206350 -0.2 0.4 -0.6
H 17.401330 25.403870 24.412420 -0.3 -0.1 -0.3
H 24.430720 16.303500 21.158760 -0.1 0.4 0.3
H 19.934540 16.026180 23.810120 -0.4 0.0 -0.6
H 24.614270 21.355530 17.743750 -0.2 -0.4 -0.7
H 17.386100 21.007980 24.565050 -0.1 -0.3 -0.8
H 19.213190 20.339140 18.546590 0.6 -0.6 0.2
H 22.938910 18.523080 17.725400 -0.3 -0.1 0.1
H 19.007710 27.498960 23.074250 0.0 0.7 -0.4
H 18.320600 20.994990 22.126300 -0.5 -0.3 0.6
H 21.428920 25.983540 20.830220 -0.3 -0.5 0.2
H 24.216230 24.275210 23.013180 -0.3 0.0 0.6
H 19.083760 26.462410 20.879120 -0.1 0.2 0.6
H 22.890370 22.152010 21.697100 -0.2 0.2 0.0
H 27.084770 21.712590 20.185870 0.1 -0.1 -0.2
H 23.030440 20.400220 21.794970 0.3 0.0 0.3
H 19.604010 12.963520 17.106560 -0.3 -0.3 -0.2
H 22.058200 17.652330 20.280960 0.5 -0.4 -0.3
H 28.731920 24.559990 16.360630 0.3 0.3 -0.2
H 23.318040 22.514480 17.689940 -0.2 0.3 0.4
H 23.175080 26.016540 24.669330 -0.2 -0.2 -0.3
H 21.028950 26.477280 17.853700 -0.9 -0.4 -0.3
H 22.394970 16.649790 23.154590 0.4 -0.4 0.0
H 25.390680 23.051490 15.754810 0.2 0.2 -0.7
H 25.512310 21.175190 20.881470 0.4 -0.4 0.0
H 22.869270 18.705060 15.955000 -1.1 -0.2 -0.2
H 22.472550 26.090160 18.523640 0.3 -0.1 0.8
H 21.048570 27.444690 20.014110 -0.2 0.3 -0.1
H 20.605060 22.802420 24.272270 -0.3 -0.1 -0.1
H 25.220760 24.996880 21.138750 -0.3 -0.6 0.2
H 19.813440 21.707560 20.670160 0.2 -0.2 -0.4
H 18.505250 14.624360 26.026790 0.3 -0.5 0.7
H 30.241910 30.073190 19.832070 -0.4 0.1 -0.3
H 23.450000 17.855440 22.382540 -0.2 0.1 0.1
H 21.732940 20.183410 19.552500 0.5 -0.8 0.1
H 20.930010 10.933000 12.793820 0.1 -0.3 1.0
H 16.131870 11.865960 23.417270 -0.3 -0.5 0.1
H 23.680510 27.294830 23.512250 -0.5 0.1 -0.1
H 19.894170 12.233780 12.431480 -0.1 0.6 0.1
H 17.751330 20.452460 19.384150 -0.4 -0.1 0.0
H 18.045190 9.361650 22.972920 0.0 -0.1 -0.2
H 14.790590 18.994740 20.143350 0.1 -0.6 0.0
H 20.151990 18.438920 21.060960 -0.5 0.3 -0.1
H 27.564890 25.555590 17.238150 -0.3 -0.1 0.1
H 18.380760 17.747980 22.963130 0.2 -0.1 -0.2
H 14.448960 19.806410 24.011980 0.3 0.5 0.6
H 19.143550 12.891540 14.566900 -0.2 0.0 0.1
H 17.942840 18.079840 19.840760 -0.2 0.0 0.2
H 29.707810 30.019760 16.461470 -0.2 -0.1 -0.6
H 23.395290 21.625270 24.499830 0.3 1.5 0.6
H 17.829300 22.295200 25.499410 0.3 0.7 -0.1
H 16.228150 19.613120 20.972040 0.2 -0.9 1.1
H 20.424400 24.340360 18.039210 -0.1 0.0 -0.3
H 28.295840 21.674160 22.421440 0.3 -0.5 0.2
H 19.154930 12.669440 24.719480 1.0 -0.5 -0.4
H 29.470530 28.161560 15.161630 -0.1 -0.3 -0.4
H 18.553910 18.619690 24.460460 0.2 -0.4 0.7
H 21.282090 12.769520 16.819340 0.6 0.1 -0.3
H 16.945060 18.059810 23.925180 0.1 0.4 0.0
```
Positions in Å, forces in eV/Å.

Properties
2S+1: 2
Gap between HOMO and LUMO (spin up / spin down) (eV): 7.2 / 2.0
F_max (eV/Å): 3.89
⟨S²⟩: 0.754
Net charge: +1

These are the Mulliken partial charges, in e, on atoms 1 to 8:
1. O -0.420
2. O -0.336
3. O -0.224
4. O -0.457
5. O -0.292
6. O -0.198
7. O -0.595
8. O -0.554

---

Record-wise E values, in Ha: -286.52518; -690.86187; -3843.11078